Arrangement A

Entry from the Open Molecules 2025 dataset: a 2-piece molecular cluster, C3H10NOPS overall (ωB97M-V/def2-TZVPD).

The lowest unoccupied orbital energy comes out at 0.59 eV. The structure (SMILES) is C=C(C)P.NSO. As for the spin multiplicity: 1.

```
17
Properties=species:S:1:pos:R:3:nbo_charge:R:1
C 0.215 1.914 1.004 -0.383
C -0.837 1.352 0.424 -0.230
C -0.830 0.749 -0.949 -0.648
P -2.596 1.396 1.032 0.268
H 0.019 2.459 1.904 0.203
H 1.132 1.846 0.521 0.202
H -1.354 -0.286 -0.931 0.207
H -1.282 1.379 -1.660 0.218
H 0.087 0.555 -1.292 0.208
H -2.290 2.145 2.162 -0.031
H -3.349 2.350 0.417 -0.020
N 1.085 -2.814 -0.861 -1.034
S 1.937 -1.566 -0.476 0.674
O 3.065 -2.188 0.628 -0.888
H 1.254 -3.220 -1.817 0.391
H 0.254 -3.045 -0.392 0.388
H 3.492 -3.027 0.286 0.475
```

***

Arrangement B

Entry from the Open Molecules 2025 dataset: a 2-piece molecular cluster, C3H10NOPS overall (ωB97M-V/def2-TZVPD).

The lowest unoccupied orbital energy comes out at 0.78 eV. The structure (SMILES) is C=C(C)P.NSO. As for the spin multiplicity: 1.

```
17
Properties=species:S:1:pos:R:3:nbo_charge:R:1
C 1.103 0.902 -1.145 -0.439
C 1.253 0.154 -0.100 -0.276
C 1.717 0.768 1.149 -0.696
P 0.763 -1.560 -0.286 0.320
H 0.989 0.503 -2.137 0.223
H 1.393 1.995 -1.032 0.203
H 1.498 0.156 2.153 0.222
H 2.828 0.990 1.308 0.244
H 1.055 1.618 1.554 0.242
H 1.843 -1.886 0.468 -0.043
H -0.191 -1.684 0.725 -0.016
N -2.996 -1.129 -0.447 -0.971
S -2.107 0.089 0.322 0.622
O -1.882 1.138 -0.912 -0.862
H -3.848 -1.345 -0.039 0.372
H -2.517 -1.945 -0.590 0.361
H -0.903 1.236 -0.992 0.494
```

***

Least stable = arrangement B

***

Arrangement A

Entry from the Open Molecules 2025 dataset: one molecule with the formula C2H6N4S (ωB97M-V/def2-TZVPD).

The lowest unoccupied orbital energy comes out at 0.85 eV. The structure (SMILES) is [H]/N=C/NN/C=N/S. As for the spin multiplicity: 1.

```
13
Properties=species:S:1:pos:R:3:nbo_charge:R:1
H 2.702 -2.029 0.586 0.349
N 2.246 -1.483 -0.149 -0.692
C 1.725 -0.427 0.303 0.281
N 1.086 0.479 -0.538 -0.459
N 0.162 1.331 0.063 -0.445
C -1.176 0.930 0.107 0.232
N -1.504 -0.263 -0.180 -0.620
S -3.174 -0.633 -0.006 0.148
H 1.734 -0.077 1.343 0.154
H 0.766 0.049 -1.374 0.383
H 0.309 2.305 -0.164 0.381
H -1.841 1.727 0.417 0.162
H -3.035 -1.910 -0.409 0.125
```

***

Arrangement B

Entry from the Open Molecules 2025 dataset: a 2-piece molecular cluster, C2H6N4S overall (ωB97M-V/def2-TZVPD).

The lowest unoccupied orbital energy (spin up / spin down) comes out at -0.44 / -0.43 eV. As for the spin multiplicity: 1.

```
13
Properties=species:S:1:pos:R:3:nbo_charge:R:1
C -0.816 -0.601 -0.874 -0.201
C 0.716 -1.052 2.572 -0.869
N -0.089 1.808 -3.218 0.027
N -0.298 0.600 -2.818 -0.200
N -0.270 2.747 -2.404 -0.394
N -0.446 0.480 -1.508 -0.206
S -0.377 2.141 -0.815 0.550
H 0.849 -1.601 1.537 0.213
H -0.820 -1.468 -1.434 0.215
H -0.683 -0.459 0.185 0.207
H -0.085 -1.449 3.195 0.222
H 0.652 0.036 2.404 0.212
H 1.666 -1.182 3.178 0.224
```

***

Arrangement C

Entry from the Open Molecules 2025 dataset: one molecule with the formula C2H6N4S (ωB97M-V/def2-TZVPD).

The lowest unoccupied orbital energy comes out at 0.77 eV. The structure (SMILES) is CSN1CN=NN1. As for the spin multiplicity: 1.

```
13
Properties=species:S:1:pos:R:3:nbo_charge:R:1
C -2.265 -0.025 0.488 -0.706
S -1.094 0.869 -0.614 0.379
N 0.228 -0.001 -0.037 -0.492
C 1.558 0.452 0.548 -0.133
N 2.518 0.189 -0.502 -0.218
N 2.023 -0.566 -1.334 0.025
N 0.728 -0.877 -1.082 -0.322
H -3.170 0.347 0.234 0.207
H -1.993 0.346 1.438 0.214
H -2.142 -1.147 0.491 0.229
H 1.977 -0.153 1.425 0.207
H 1.421 1.540 0.888 0.216
H 0.212 -0.976 -1.943 0.393
```

***

Least stable = arrangement B